A cluster of 5 separate species, C22H46Cl8FN3O2S3 in total. Source: the OMol25 dataset; level of theory: the ωB97M-V functional and the def2-TZVPD basis.

Results
- E: -167526.488 eV
- Frontier orbital gap: 7.9 eV
- HOMO: -8.114 eV
- Structure (SMILES): CCCCN(CCCCN(NCC)S(=O)(=O)F)C(=S)SCCC.ClCCCl.ClCCCl.ClCCCl.ClCCCl
- M: 783.5 u
- Multiplicity: 1

Atoms and positions in Å:
1 C 0.981 3.832 -2.567
2 C 0.855 2.321 -2.274
3 C 0.658 2.019 -0.776
4 C 1.487 0.852 -0.240
5 N 0.812 -0.449 -0.388
6 C 0.770 -0.950 -1.777
7 C -0.654 -1.181 -2.335
8 C -1.728 -0.352 -1.661
9 C -3.129 -0.738 -2.136
10 N -4.014 0.434 -1.932
11 N -4.716 0.376 -0.723
12 C -4.655 1.588 0.104
13 C -3.573 2.592 -0.274
14 S -5.214 0.465 -3.171
15 O -5.595 -0.830 -3.620
16 O -6.282 1.311 -2.807
17 F -4.419 1.169 -4.293
18 C 1.306 -1.419 0.494
19 S 0.260 -2.413 1.235
20 S 3.067 -1.668 0.806
21 C 3.726 -0.215 1.666
22 C 3.166 -0.012 3.063
23 C 3.664 -1.061 4.079
24 H 0.665 4.407 -1.703
25 H 0.366 4.121 -3.413
26 H 2.014 4.048 -2.813
27 H 0.077 1.870 -2.884
28 H 1.785 1.839 -2.565
29 H 0.952 2.910 -0.229
30 H -0.375 1.805 -0.523
31 H 1.595 1.026 0.824
32 H 2.457 0.816 -0.747
33 H 1.257 -1.922 -1.792
34 H 1.367 -0.333 -2.437
35 H -0.615 -0.898 -3.389
36 H -0.897 -2.239 -2.336
37 H -1.595 0.693 -1.912
38 H -1.674 -0.541 -0.592
39 H -3.105 -0.935 -3.205
40 H -3.510 -1.629 -1.638
41 H -4.473 -0.452 -0.199
42 H -4.414 1.259 1.111
43 H -5.612 2.101 0.170
44 H -2.607 2.231 0.068
45 H -3.581 2.879 -1.317
46 H -3.776 3.495 0.298
47 H 4.795 -0.391 1.757
48 H 3.630 0.703 1.107
49 H 2.080 0.060 3.076
50 H 3.538 0.956 3.400
51 H 3.960 -0.572 5.002
52 H 4.546 -1.545 3.668
53 H 2.886 -1.782 4.297
54 Cl -5.219 -3.230 -0.730
55 C -6.665 -3.306 -1.775
56 C -7.883 -3.768 -1.020
57 Cl -7.771 -5.481 -0.531
58 H -6.437 -3.965 -2.609
59 H -6.827 -2.304 -2.164
60 H -8.760 -3.676 -1.657
61 H -8.042 -3.175 -0.123
62 Cl 7.357 -2.065 -1.975
63 C 6.183 -3.338 -1.556
64 C 5.095 -3.485 -2.587
65 Cl 4.024 -2.064 -2.607
66 H 5.768 -3.095 -0.581
67 H 6.740 -4.270 -1.473
68 H 4.480 -4.349 -2.342
69 H 5.498 -3.619 -3.588
70 Cl 7.782 -0.094 1.140
71 C 8.111 1.299 2.201
72 C 6.876 1.786 2.915
73 Cl 5.706 2.539 1.800
74 H 8.552 2.085 1.593
75 H 8.849 0.972 2.932
76 H 7.151 2.546 3.644
77 H 6.371 0.974 3.434
78 Cl -1.647 1.075 3.207
79 C -2.439 1.823 4.621
80 C -3.916 1.528 4.661
81 Cl -4.785 2.344 3.337
82 H -2.249 2.893 4.585
83 H -1.959 1.415 5.509
84 H -4.343 1.887 5.596
85 H -4.109 0.461 4.581